Entry from OMol25: a structure of composition C36H48InN5O8P2SSb in a non-equilibrium geometry (ωB97M-V with the def2-TZVPD basis set).

Results
**Molar mass**: 1009.40 g mol⁻¹
**Calculated total energy**: -103065.5551 eV
**Energy above the lowest of the compared OMol25 structures with the same formula, charge and spin**: 1.807 eV
**Frontier orbital gap**: 7.2 eV

ORCA input file:
```
! wB97M-V def2-TZVPD RIJCOSX def2/J DEFGRID3
* xyz -1 1
In 0.04 -0.39 0.59
O 5.58 1.18 -2.22
C 4.46 0.90 -1.86
C 3.50 1.83 -1.16
O 3.72 2.98 -0.82
C 2.28 1.04 -0.94
C 2.47 -0.27 -1.41
O 1.55 -1.15 -1.25
C 3.79 -0.43 -2.00
O 4.27 -1.44 -2.49
O 1.19 1.38 -0.36
O 0.27 -0.92 2.89
S -0.57 -2.14 2.85
O -1.63 -2.16 3.82
O -1.02 -2.40 1.46
C 0.60 -3.41 3.28
C 0.50 -4.10 4.47
C 1.52 -4.96 4.85
C 2.63 -5.12 4.02
C 2.73 -4.41 2.83
C 1.71 -3.54 2.46
P 1.79 -2.58 0.88
C 1.80 -3.99 -0.28
C 0.91 -5.03 -0.01
C 0.76 -6.08 -0.91
C 1.50 -6.10 -2.08
C 2.38 -5.06 -2.35
C 2.52 -4.00 -1.47
C 3.48 -1.90 1.05
C 4.65 -2.42 0.51
C 5.84 -1.72 0.61
C 5.88 -0.50 1.27
C 4.73 0.02 1.84
C 3.54 -0.68 1.74
H -0.38 -3.95 5.09
H 1.47 -5.50 5.79
H 3.43 -5.79 4.31
H 3.60 -4.52 2.21
H 0.31 -5.01 0.89
H 0.06 -6.87 -0.69
H 1.37 -6.91 -2.78
H 2.95 -5.07 -3.27
H 3.16 -3.17 -1.74
H 4.63 -3.36 -0.03
H 6.73 -2.12 0.15
H 6.81 0.06 1.31
H 4.76 0.97 2.35
H 2.63 -0.27 2.18
N -0.86 -2.82 -2.65
N -0.57 -1.53 -3.23
H -1.81 -2.76 -2.28
H -0.25 -2.97 -1.85
H -0.29 -1.71 -4.18
H 0.25 -1.16 -2.76
C -5.48 -0.13 -0.43
C -4.73 0.91 -1.25
Sb -2.87 0.04 -2.07
C -2.29 1.81 -3.24
C -3.39 2.81 -3.55
C -3.82 -1.04 -3.74
C -5.09 -0.44 -4.35
H -6.39 0.28 0.01
H -4.85 -0.51 0.38
H -5.76 -0.99 -1.05
H -4.44 1.75 -0.62
H -5.37 1.30 -2.05
H -1.83 1.43 -4.15
H -1.50 2.29 -2.66
H -4.18 2.36 -4.16
H -2.99 3.66 -4.11
H -3.85 3.19 -2.64
H -4.04 -2.04 -3.36
H -3.04 -1.14 -4.49
H -5.86 -0.29 -3.59
H -5.50 -1.12 -5.10
H -4.88 0.51 -4.84
C -1.61 0.98 1.34
H -2.54 0.61 0.92
H -1.54 0.77 2.41
C -2.08 5.81 2.67
N -2.32 5.35 1.32
C -1.39 5.95 0.36
N -0.01 5.81 0.76
C 0.16 6.27 2.12
N -0.71 5.59 3.07
C -0.30 4.18 3.23
P 0.23 3.10 1.75
C -1.40 2.46 1.09
C 0.62 4.51 0.56
H -2.75 5.28 3.35
H -2.27 6.90 2.79
H -3.28 5.49 1.03
H -1.59 7.03 0.24
H -1.54 5.46 -0.60
H -0.07 7.34 2.16
H 1.20 6.12 2.42
H -1.07 3.65 3.79
H 0.59 4.22 3.86
H -2.18 3.02 1.59
H -1.47 2.69 0.02
H 0.40 4.15 -0.45
H 1.69 4.65 0.61
*
```

=====

Entry from OMol25: a cluster of 2 separate species, C4H8N2Si in total in a non-equilibrium geometry (ωB97M-V with the def2-TZVPD basis set).

Results
**Molar mass**: 112.21 g mol⁻¹
**Calculated total energy**: -15130.0656 eV
**Energy above the lowest of the compared OMol25 structures with the same formula, charge and spin**: 4.682 eV
**Frontier orbital gap (spin up / spin down)**: 10.7 / 4.8 eV

ORCA input file:
```
! wB97M-V def2-TZVPD RIJCOSX def2/J DEFGRID3
* xyz 0 1
C 2.67 0.11 -0.68
C 1.31 -0.01 -0.84
C 1.79 -0.31 1.20
C -1.87 0.75 0.83
N 2.96 -0.08 0.60
N 0.75 -0.21 0.37
Si -2.09 -0.39 -0.62
H 3.39 0.19 -1.50
H 0.66 0.16 -1.75
H 1.81 -0.56 2.22
H -1.92 1.89 0.98
H -2.24 0.29 1.76
H -3.61 0.12 -0.66
H -2.17 -1.72 -0.01
H -1.45 -0.23 -1.90
*
```

=====

Entry from OMol25: a cluster of 2 separate species, C4H7I2P in total in a non-equilibrium geometry (ωB97M-V with the def2-TZVPD basis set).

Results
**Molar mass**: 339.88 g mol⁻¹
**Calculated total energy**: -29746.4112 eV
**Energy above the lowest of the compared OMol25 structures with the same formula, charge and spin**: 5.041 eV
**Frontier orbital gap (spin up / spin down)**: 6.9 / 7.7 eV

ORCA input file:
```
! wB97M-V def2-TZVPD RIJCOSX def2/J DEFGRID3
* xyz 0 1
C -1.26 -0.11 0.14
C -0.26 -0.99 0.96
C -0.49 0.89 -0.70
C 0.78 0.22 -0.95
P 0.70 -1.52 -0.54
I -0.22 2.79 0.38
I 2.11 1.06 -2.41
H -1.91 -0.83 -0.38
H -1.85 0.31 1.00
H 0.46 -0.35 1.56
H -0.68 -1.77 1.53
H -0.93 1.04 -1.78
H 1.52 0.79 1.24
H 2.02 -1.54 -0.04
*
```

=====

Entry from OMol25: a cluster of 4 separate species, C31H59F2N2O9P in total (ωB97M-V with the def2-TZVPD basis set).

Results
**Molar mass**: 672.79 g mol⁻¹
**Structure (SMILES)**: CCCCCCCCCCC[C@@]1(OC#N)OC(=O)O[C@@]1(N(C(=O)F)C(=O)F)P(C)C.CCOCC.CCOCC.CCOCC
**Calculated total energy**: -69233.1635 eV
**Frontier orbital gap**: 9.6 eV

ORCA input file:
```
! wB97M-V def2-TZVPD RIJCOSX def2/J DEFGRID3
* xyz 0 1
C -1.84 6.00 0.55
C -0.94 4.77 0.74
C -1.73 3.57 1.29
C -2.35 2.72 0.17
C -3.28 1.61 0.69
C -3.28 0.32 -0.16
C -3.38 -0.96 0.67
C -2.22 -1.16 1.68
C -1.35 -2.42 1.45
C 0.17 -2.22 1.32
C 0.62 -1.10 0.36
C 1.17 -1.67 -0.93
O 2.26 -2.57 -0.67
C 3.36 -2.04 -0.26
N 4.34 -1.56 0.11
O 0.20 -2.52 -1.52
C -0.52 -1.80 -2.42
O -1.57 -2.11 -2.86
O 0.15 -0.66 -2.74
C 1.45 -0.66 -2.11
N 2.51 -1.20 -3.01
C 2.33 -2.54 -3.50
O 1.60 -2.89 -4.36
F 3.18 -3.37 -2.92
C 2.80 -0.34 -4.13
O 3.84 0.15 -4.33
F 1.76 -0.20 -4.95
P 1.66 1.13 -1.53
C 3.42 1.27 -1.11
C 1.45 2.13 -3.05
H -2.79 5.71 0.11
H -2.04 6.46 1.53
H -1.39 6.74 -0.12
H -0.11 5.02 1.40
H -0.52 4.49 -0.24
H -2.53 3.94 1.95
H -1.06 2.93 1.86
H -2.91 3.38 -0.51
H -1.54 2.29 -0.42
H -4.30 2.01 0.68
H -3.03 1.38 1.73
H -4.14 0.35 -0.84
H -2.39 0.28 -0.81
H -4.33 -0.94 1.21
H -3.43 -1.82 -0.01
H -1.59 -0.26 1.70
H -2.64 -1.23 2.69
H -1.50 -3.08 2.31
H -1.70 -2.99 0.58
H 0.60 -3.17 0.96
H 0.63 -2.06 2.30
H 1.40 -0.48 0.82
H -0.18 -0.41 0.09
H 4.10 0.66 -1.73
H 3.70 2.32 -1.20
H 3.55 0.96 -0.07
H 1.52 3.17 -2.70
H 2.18 1.99 -3.85
H 0.44 1.97 -3.43
C 0.35 -5.54 6.82
C 0.24 -5.20 5.34
O 0.67 -3.89 5.02
C 2.02 -3.58 5.32
C 3.03 -4.46 4.60
H -0.22 -4.83 7.42
H -0.06 -6.54 7.00
H 1.38 -5.54 7.17
H -0.81 -5.23 5.04
H 0.77 -5.94 4.74
H 2.19 -3.60 6.40
H 2.14 -2.54 5.00
H 2.95 -5.50 4.90
H 4.04 -4.12 4.83
H 2.88 -4.40 3.52
C -4.93 9.37 3.95
C -4.45 8.47 2.83
O -4.36 7.10 3.19
C -5.56 6.48 3.61
C -6.66 6.48 2.56
H -4.28 9.28 4.82
H -4.92 10.41 3.62
H -5.95 9.14 4.26
H -3.44 8.75 2.54
H -5.08 8.59 1.94
H -5.92 6.92 4.54
H -5.27 5.45 3.83
H -6.99 7.49 2.31
H -7.52 5.93 2.93
H -6.31 6.01 1.64
C 4.73 -6.72 -6.03
C 5.77 -5.72 -6.48
O 5.44 -5.04 -7.68
C 4.25 -4.28 -7.66
C 4.23 -3.18 -6.61
H 4.54 -7.46 -6.81
H 5.09 -7.25 -5.14
H 3.78 -6.25 -5.78
H 6.71 -6.23 -6.71
H 5.99 -5.00 -5.68
H 3.38 -4.93 -7.53
H 4.17 -3.84 -8.65
H 4.29 -3.59 -5.60
H 3.30 -2.61 -6.69
H 5.07 -2.50 -6.75
*
```

=====

Entry from OMol25: a cluster of 9 separate species, C4H25NO11 in total in a non-equilibrium geometry (ωB97M-V with the def2-TZVPD basis set).

Results
**Molar mass**: 263.24 g mol⁻¹
**Calculated total energy**: -28557.0212 eV
**Energy above the lowest of the compared OMol25 structures with the same formula, charge and spin**: 1.886 eV
**Frontier orbital gap (spin up / spin down)**: 11.3 / 5.7 eV

ORCA input file:
```
! wB97M-V def2-TZVPD RIJCOSX def2/J DEFGRID3
* xyz 1 2
C -1.60 0.74 1.70
C -1.41 0.20 0.32
C -0.26 0.83 -0.47
O -0.65 1.78 -1.43
N -1.00 -1.21 0.32
C -1.70 -2.13 -0.59
O -1.39 -3.36 -0.23
O -2.50 -1.87 -1.46
H -0.98 0.38 2.49
H -1.56 1.87 1.71
H -2.62 0.49 2.11
H -2.49 0.32 -0.06
H 0.16 0.06 -1.25
H 0.62 1.22 0.05
H -0.43 2.72 -1.11
H -0.42 -1.66 0.99
H -0.66 -3.42 0.43
H 1.07 -2.82 2.05
H 0.09 -3.52 2.85
O 0.32 -3.43 1.93
H 0.03 4.15 1.80
H 0.75 3.05 0.86
O -0.04 3.48 1.16
H 1.40 -0.13 -3.13
H 0.95 -1.34 -2.61
O 1.80 -0.91 -2.73
H 2.66 1.83 1.87
H 3.23 1.53 0.49
O 2.40 1.84 0.93
H -1.19 0.48 -3.04
H -1.49 -0.82 -2.59
O -0.93 -0.42 -3.29
H -2.54 2.22 -1.33
H -3.08 2.85 0.11
O -3.20 2.67 -0.82
H 2.57 -1.31 1.14
H 1.95 0.07 1.23
O 2.16 -0.67 1.80
H 2.84 -1.73 -1.34
H 4.04 -2.08 -0.45
O 3.11 -1.93 -0.43
*
```

=====

Entry from OMol25: a structure of composition C2H5N5O in a non-equilibrium geometry (ωB97M-V with the def2-TZVPD basis set).

Results
**Molar mass**: 115.10 g mol⁻¹
**Calculated total energy**: -11649.9421 eV
**Energy above the lowest of the compared OMol25 structures with the same formula, charge and spin**: 2.603 eV
**Frontier orbital gap**: 8.3 eV

ORCA input file:
```
! wB97M-V def2-TZVPD RIJCOSX def2/J DEFGRID3
* xyz 0 1
C -1.47 0.41 -0.11
C 1.36 -0.05 -0.40
N -2.34 -0.62 0.10
N 2.28 -0.09 0.58
N -0.26 0.13 1.37
N -0.01 -0.11 0.20
N 1.55 0.15 -1.63
O -1.63 1.40 -0.75
H -2.08 -1.22 0.88
H -3.31 -0.37 0.03
H 3.26 -0.03 0.33
H 1.96 0.04 1.53
H 0.70 0.36 -2.14
*
```

=====

Entry from OMol25: the ion C4H7O2 with charge -1 in a non-equilibrium geometry (ωB97M-V with the def2-TZVPD basis set).

Results
**Molar mass**: 87.10 g mol⁻¹
**Structure (SMILES)**: O=CCCC[O-]
**Calculated total energy**: -8354.6138 eV
**Energy above the lowest of the compared OMol25 structures with the same formula, charge and spin**: 3.463 eV
**Frontier orbital gap**: 6.5 eV

ORCA input file:
```
! wB97M-V def2-TZVPD RIJCOSX def2/J DEFGRID3
* xyz -1 1
O 2.58 1.66 -0.61
C 1.35 1.44 -0.71
C 0.71 0.25 -0.11
C -0.59 0.18 0.55
C -1.17 -1.22 0.36
O -0.20 -2.22 0.47
H 0.67 1.96 -1.62
H 0.58 -0.29 -1.11
H 1.50 -0.42 0.46
H -1.31 0.94 0.12
H -0.62 0.21 1.64
H -1.61 -1.24 -0.68
H -1.89 -1.25 1.26
*
```

=====

Entry from OMol25: a structure of composition C18H41OP3SYb in a non-equilibrium geometry (ωB97M-V with the def2-TZVPD basis set).

Results
**Molar mass**: 571.55 g mol⁻¹
**Calculated total energy**: -91580.9940 eV
**Energy above the lowest of the compared OMol25 structures with the same formula, charge and spin**: 0.151 eV
**Frontier orbital gap (spin up / spin down)**: 6.9 / 5.4 eV

ORCA input file:
```
! wB97M-V def2-TZVPD RIJCOSX def2/J DEFGRID3
* xyz 3 2
Yb 2.27 -1.72 -0.21
P -2.30 0.13 1.42
P 2.05 0.34 2.44
P -1.07 -1.56 -2.18
H 5.13 -5.16 -2.57
C 4.48 -4.73 -3.34
C 4.83 -3.66 -4.06
H 5.78 -3.12 -3.93
C -2.64 -1.43 2.26
C -1.45 1.21 2.58
C -3.83 0.88 0.87
C 3.79 0.37 1.84
C 2.14 1.51 3.88
C 2.03 -1.26 3.34
C -0.92 -2.28 -3.87
C -2.07 -0.07 -2.63
C -2.42 -2.66 -1.57
H 3.58 -5.29 -3.60
H 4.18 -3.33 -4.88
H -3.49 -1.31 2.95
H -1.75 -1.74 2.83
H -2.88 -2.21 1.52
H -2.20 1.78 3.14
H -0.80 1.92 2.06
H -0.85 0.64 3.30
H -4.37 1.31 1.73
H -4.46 0.14 0.38
H -3.60 1.69 0.17
H 4.38 1.08 2.44
H 3.83 0.73 0.80
H 4.28 -0.61 1.90
H 2.19 0.97 4.83
H 1.21 2.10 3.87
H 2.99 2.20 3.80
H 2.56 -1.16 4.30
H 2.47 -2.10 2.77
H 0.98 -1.50 3.54
H -1.92 -2.43 -4.31
H -0.40 -3.24 -3.84
H -0.34 -1.60 -4.51
H -2.80 -0.36 -3.40
H -1.39 0.68 -3.06
H -2.59 0.35 -1.76
H -3.09 -2.92 -2.40
H -2.99 -2.19 -0.77
H -1.95 -3.57 -1.19
C 2.75 -2.36 -2.31
C 1.96 -3.44 -1.83
C 2.27 -4.08 -0.63
C 3.42 -3.73 0.09
C 4.31 -2.80 -0.47
C 3.99 -2.13 -1.65
S 2.06 -1.19 -3.37
H -1.63 -0.13 0.18
H 1.09 -3.74 -2.42
H 1.64 -4.90 -0.28
H 3.61 -4.20 1.06
H 5.31 -2.64 -0.04
H 4.68 -1.41 -2.09
C 1.17 1.70 -0.64
O 2.00 0.51 -0.93
H 1.53 2.12 0.32
H 0.11 1.42 -0.56
H 1.28 2.44 -1.45
H 2.13 0.39 -1.92
*
```